Entry 1:
ORCA calculation (ωB97M-V/def2-TZVPD) on C27H61ClN8O12S as an isolated structure.

Output
* energy relative to the best compared isomer or geometry (same formula, charge and spin): 198.1 kJ/mol
* strongest force on any atom: 0.1106 Eh/bohr
* LUMO energy: 0.31 eV
* HOMO: -8.448 eV

ORCA input file:
```
! RIJCOSX wB97M-V def2-TZVPD def2/J DEFGRID3
* xyz 0 1
C 1.01 2.52 1.36
C 0.21 1.91 0.18
Cl -1.55 1.71 0.63
C 0.83 0.61 -0.43
C 1.66 -0.26 0.56
O 0.73 -1.26 1.07
S 1.34 -2.80 0.98
O 1.94 -3.09 2.30
O 0.37 -3.91 0.78
O 2.39 -2.58 -0.31
C 2.74 -1.18 -0.16
O 3.74 -1.25 0.90
C 3.58 -0.58 -1.35
N 4.42 0.56 -0.99
H 0.64 3.53 1.62
H 2.11 2.58 1.19
H 0.87 1.86 2.25
H 0.21 2.67 -0.63
H 1.37 0.89 -1.35
H -0.02 -0.03 -0.76
H 2.27 0.22 1.34
H 4.37 -1.90 0.58
H 4.19 -1.41 -1.77
H 2.90 -0.27 -2.19
H 5.36 0.18 -0.87
H 4.11 1.02 -0.14
C 2.19 -7.67 4.02
O 1.85 -7.17 5.07
N 1.92 -7.16 2.80
C 2.36 -7.82 1.58
C 1.16 -5.93 2.69
H 2.77 -8.61 3.99
H 3.01 -7.14 1.02
H 1.49 -8.07 0.97
H 2.91 -8.73 1.81
H 1.70 -5.14 3.21
H 0.19 -6.06 3.16
H 1.03 -5.65 1.65
C 2.43 -3.14 -4.82
O 3.40 -2.84 -4.14
N 1.27 -3.65 -4.34
C 0.16 -3.98 -5.21
C 1.15 -3.87 -2.91
H 2.43 -3.01 -5.91
H -0.71 -3.39 -4.92
H -0.07 -5.04 -5.11
H 0.40 -3.76 -6.25
H 1.29 -2.92 -2.39
H 1.92 -4.56 -2.58
H 0.17 -4.28 -2.67
C -0.40 6.05 -0.31
O -0.45 4.88 0.02
N -0.18 7.08 0.54
C -0.13 8.46 0.08
C 0.01 6.81 1.95
H -0.53 6.37 -1.36
H 0.84 8.88 0.32
H -0.91 9.03 0.59
H -0.29 8.51 -1.00
H 0.87 6.15 2.08
H -0.87 6.30 2.34
H 0.17 7.73 2.50
C -1.52 -7.66 -0.02
O -0.97 -7.42 -1.08
N -1.92 -8.88 0.39
C -2.57 -9.09 1.67
C -1.70 -10.03 -0.48
H -1.74 -6.87 0.72
H -1.97 -9.78 2.27
H -3.56 -9.51 1.51
H -2.67 -8.15 2.21
H -0.62 -10.13 -0.67
H -2.20 -9.86 -1.42
H -2.07 -10.94 -0.02
C -1.93 -11.67 -3.91
O -2.28 -11.16 -2.86
N -2.19 -11.18 -5.14
C -1.74 -11.84 -6.35
C -2.96 -9.95 -5.25
H -1.34 -12.61 -3.93
H -1.09 -11.16 -6.91
H -2.61 -12.10 -6.96
H -1.19 -12.74 -6.11
H -2.43 -9.15 -4.73
H -3.93 -10.08 -4.78
H -3.09 -9.68 -6.29
C -2.66 10.60 1.10
O -2.01 10.40 2.11
N -3.82 11.28 1.04
C -4.54 11.47 -0.20
C -4.37 11.83 2.27
H -2.33 10.22 0.12
H -4.63 12.54 -0.41
H -5.53 11.03 -0.12
H -4.01 11.00 -1.03
H -3.66 12.53 2.70
H -4.55 11.03 2.98
H -5.31 12.35 2.06
C 0.99 13.47 5.42
O 0.04 13.79 6.11
N 0.97 12.52 4.46
C 2.14 12.19 3.68
C -0.27 11.81 4.20
H 1.97 13.95 5.53
H 1.93 12.37 2.62
H 2.39 11.14 3.83
H 2.99 12.81 3.98
H -1.05 12.52 3.92
H -0.59 11.30 5.12
H -0.14 11.08 3.41
*
```

Entry 2:
ORCA calculation (ωB97M-V/def2-TZVPD) on a 6-piece molecular cluster, C27H61F7N5O5 overall.

Output
* strongest force on any atom: 0.0455 Eh/bohr
* LUMO energy: -3.27 eV
* HOMO: -11.593 eV

ORCA input file:
```
! RIJCOSX wB97M-V def2-TZVPD def2/J DEFGRID3
* xyz 1 1
C -0.58 -3.93 1.37
C -1.10 -3.65 0.00
C -0.18 -4.03 -1.14
N -2.27 -3.15 -0.22
C -2.67 -1.81 -0.40
C -3.85 -1.87 -1.44
F -4.50 -3.02 -1.41
F -3.25 -1.76 -2.67
C -4.87 -0.69 -1.40
F -5.46 -0.63 -2.60
F -4.15 0.46 -1.23
C -6.02 -0.79 -0.31
F -5.98 0.29 0.46
F -7.18 -0.86 -0.89
F -5.85 -1.86 0.46
C -2.95 -1.14 0.98
C -1.78 -0.19 1.28
C -0.82 -0.21 0.08
C -0.45 1.19 -0.39
C 0.14 1.37 -1.82
N 0.99 2.54 -1.70
N 0.91 0.21 -2.31
N -0.85 1.68 -2.85
N -1.58 -0.97 -0.99
H -0.15 -4.93 1.41
H 0.24 -3.25 1.60
H -1.38 -3.87 2.10
H 0.58 -3.25 -1.27
H -0.76 -4.11 -2.05
H 0.33 -4.97 -0.94
H -3.00 -1.95 1.70
H -3.87 -0.57 1.06
H -2.17 0.81 1.41
H -1.22 -0.48 2.16
H 0.10 -0.76 0.26
H -1.33 1.83 -0.32
H 0.27 1.58 0.32
H 1.84 2.30 -1.22
H 1.24 2.89 -2.62
H 1.33 -0.37 -1.60
H 0.43 -0.33 -3.02
H -1.79 1.41 -2.60
H -0.86 2.67 -3.02
H -2.03 -0.24 -1.54
H -1.00 -1.43 -1.69
C -3.42 -6.60 -1.09
C -3.32 -7.47 0.15
C -4.08 -6.87 1.32
O -1.95 -7.67 0.51
H -3.00 -5.61 -0.90
H -2.87 -7.05 -1.92
H -4.46 -6.47 -1.40
H -3.70 -8.47 -0.06
H -3.67 -5.89 1.57
H -4.00 -7.50 2.20
H -5.14 -6.74 1.08
H -1.58 -6.80 0.72
C -0.66 -4.79 6.40
C -1.15 -4.95 4.97
C -2.12 -6.11 4.83
O -0.04 -5.12 4.07
H -0.13 -5.70 6.71
H 0.03 -3.96 6.48
H -1.49 -4.63 7.09
H -1.64 -4.03 4.65
H -1.63 -7.05 5.10
H -2.47 -6.21 3.80
H -2.99 -5.98 5.48
H 0.42 -5.93 4.33
C 0.46 6.93 0.92
C 1.42 5.79 0.66
C 2.20 5.99 -0.63
O 0.71 4.54 0.62
H -0.27 7.01 0.11
H -0.08 6.77 1.85
H 0.99 7.89 0.99
H 2.12 5.71 1.50
H 1.52 6.03 -1.48
H 2.89 5.16 -0.79
H 2.78 6.92 -0.59
H 0.10 4.58 -0.12
C 3.88 2.01 -6.37
C 4.07 2.55 -4.96
C 4.93 1.62 -4.11
O 2.80 2.76 -4.33
H 3.37 1.04 -6.33
H 3.27 2.68 -6.96
H 4.84 1.87 -6.87
H 4.54 3.53 -5.01
H 4.44 0.64 -4.02
H 5.05 2.03 -3.11
H 5.91 1.47 -4.55
H 2.36 1.91 -4.28
C 6.06 7.06 0.55
C 5.18 7.70 1.62
C 6.00 8.22 2.78
O 4.20 6.76 2.08
H 6.61 6.21 0.97
H 5.45 6.70 -0.28
H 6.79 7.78 0.16
H 4.61 8.51 1.18
H 6.55 7.40 3.26
H 5.36 8.67 3.54
H 6.73 8.96 2.45
H 4.67 6.02 2.48
*
```

Question: The highest HOMO belongs to which entry?
Answer: C27H61ClN8O12S